81
Properties=species:S:1:pos:R:3 method="wB97M-V/def2-TZVPD" total_charge=0 e_homo_ha="-0.1929 / -0.2543" gap_ev="5.1 / 5.6" multiplicity=5 de_lowest_ev=5.144 lumo_ev="-0.159 / -1.336"
C 1.909 -1.521 -3.286
C 1.623 -2.735 -2.474
H 2.957 -1.178 -3.142
H 1.196 -0.696 -3.074
H 1.844 -1.811 -4.357
C 2.409 -3.820 -2.534
C 3.764 -3.862 -3.140
H 1.983 -4.805 -2.315
H 4.428 -3.039 -2.833
H 3.681 -3.830 -4.235
H 4.234 -4.814 -2.856
Ir -1.036 0.887 -0.941
Cl 0.368 1.461 -2.633
Cl -2.729 -0.464 -1.616
C -3.262 1.131 1.068
O -1.984 1.257 0.900
N -3.719 0.774 2.268
C -2.826 1.002 3.406
C -4.838 -0.159 2.394
H -4.009 1.365 0.288
H -2.524 2.063 3.444
H -1.917 0.380 3.317
H -3.363 0.746 4.327
H -5.677 0.142 1.746
H -5.164 -0.173 3.446
H -4.500 -1.174 2.101
H 3.253 3.649 -1.647
H 3.265 1.282 0.468
C 3.072 4.051 -0.630
C 2.993 2.202 1.022
N 2.256 3.119 0.151
H 2.548 5.023 -0.720
C 0.921 3.095 0.071
O 0.231 2.034 0.227
H 2.365 1.954 1.894
H 0.514 4.135 0.016
H 4.034 4.160 -0.094
H 3.893 2.751 1.343
O 0.165 -1.553 -0.926
C 0.368 -2.699 -1.607
C 1.130 -4.790 -0.180
C 0.150 -4.099 -0.900
H 2.142 -4.432 -0.163
C 0.807 -5.940 0.546
H -0.482 -2.654 -2.336
C -1.126 -4.656 -1.039
H 1.548 -6.446 1.167
C -0.500 -6.429 0.479
C -1.473 -5.813 -0.323
H -1.881 -4.105 -1.634
H -0.803 -7.296 1.071
H -2.506 -6.217 -0.435
Si 1.497 -2.039 1.524
Cl 3.084 -1.749 0.259
C 2.493 -3.376 2.374
C -0.370 -2.800 1.803
C 1.159 -0.341 2.078
H 3.186 -3.919 1.689
H 1.848 -4.088 2.921
H 3.130 -2.780 3.062
H 2.096 0.021 2.514
H 0.368 -0.374 2.855
H 0.813 0.374 1.293
H -0.214 -3.777 2.336
H -0.895 -2.938 0.830
H -0.915 -2.086 2.459
N -0.563 7.842 -0.556
C -0.292 6.513 -0.681
O 0.860 6.114 -0.455
C -1.389 5.541 -0.990
C -2.724 5.817 -0.719
C -3.635 4.774 -0.826
C -3.166 3.455 -0.965
N -1.864 3.144 -1.107
C -1.094 4.207 -1.413
H 0.219 8.468 -0.365
H -1.471 8.232 -0.781
H -3.068 6.797 -0.444
H -4.714 4.952 -0.781
H -3.875 2.619 -0.996
H -0.237 3.941 -2.013